Entry from the Open Molecules 2025 dataset: a single C5H12NOPS molecule (the ωB97M-V functional and the def2-TZVPD basis).

Output
⟨S²⟩ = 2.004
Gap between HOMO and LUMO (spin up / spin down) = 4.159 / 6.896 eV
Calculated total energy = -1067.10230 Ha
Relative energy (zero: lowest compared OMol25 entry of this formula, charge and spin) = 0.0 kJ/mol
M = 165.2 g mol⁻¹

```
! RIJCOSX wB97M-V def2-TZVPD def2/J DEFGRID3
* xyz 0 3
P 0.640 0.348 -1.810
H 0.097 -1.769 2.217
N 1.600 1.649 -1.589
H -1.002 0.741 2.805
C -0.936 0.258 1.740
H -0.411 1.621 0.303
S 1.049 -1.187 -2.997
C 0.499 -0.343 -0.066
H 2.479 1.391 -1.071
H 1.875 2.027 -2.439
C 0.041 0.816 0.816
O -0.658 1.217 -2.222
H -1.645 -1.864 2.018
H 1.591 -0.663 0.172
C -0.475 -1.438 0.209
H 0.905 1.174 1.352
H -1.299 0.507 -2.350
H -1.932 0.451 1.486
C -0.763 -1.283 1.672
H -0.157 -2.397 -0.019
H -1.499 -1.257 -0.227
*
```



Entry from the Open Molecules 2025 dataset: C20H42BBr12Cl2N2O4 as an isolated structure (the ωB97M-V functional and the def2-TZVPD basis).

Output
Gap between HOMO and LUMO = 8.551 eV
Calculated total energy = -33030.94540 Ha
Relative energy (zero: lowest compared OMol25 entry of this formula, charge and spin) = 0.0 kJ/mol
M = 1415.1 g mol⁻¹

```
! RIJCOSX wB97M-V def2-TZVPD def2/J DEFGRID3
* xyz 1 1
C -0.589 3.349 -2.056
O -2.891 3.795 -2.352
H -0.878 -0.083 -3.750
C 2.193 -4.272 5.129
H -0.300 0.772 -1.749
H 4.074 -3.600 4.319
Br 2.171 -2.786 6.389
C -9.163 6.488 -4.689
H 0.357 -2.313 0.371
H 6.632 -4.483 8.521
H 6.036 -2.708 0.275
O -1.036 -1.901 -1.013
C -6.381 3.443 -4.881
Br 7.431 -5.557 4.926
C -2.402 1.490 -1.897
Br -4.127 4.942 -5.785
H 1.168 -4.432 4.811
O 0.957 -2.315 -3.261
C -1.907 2.776 -2.597
Br 4.296 1.599 6.521
C 6.922 -4.386 6.397
H 7.453 -5.907 7.852
H -0.353 -3.315 -5.304
H 7.600 -4.409 -0.473
N -1.384 0.506 0.125
H -2.225 -1.179 -3.899
H -6.232 4.015 -3.971
H 6.205 -5.302 0.159
H -3.756 3.473 -2.636
C -1.634 -0.889 -1.835
H 7.296 -2.769 1.522
C 2.520 0.624 4.494
C -0.320 -0.343 0.741
B -0.349 -2.258 -3.700
C 7.007 -4.616 0.415
C 0.053 -1.468 -0.251
C 6.510 -3.333 1.029
C 6.690 -5.158 7.668
C -5.874 4.153 -6.106
H 7.758 -3.699 6.517
H 3.208 1.127 3.820
H -2.991 0.931 -2.631
H 1.014 3.603 -3.337
H 1.225 -1.406 -3.075
H -2.723 -0.970 -1.734
N 0.525 2.837 -2.898
Br 5.127 -3.665 2.364
H 2.084 -0.237 3.993
H -0.423 3.075 -1.009
H 0.924 -1.155 -0.840
Br -8.154 7.614 -5.912
Br 8.205 -5.570 1.615
H -1.439 1.429 0.571
H 1.159 2.258 -2.366
H -8.874 7.904 -3.064
H 6.046 -3.832 6.071
Cl 1.046 0.695 1.152
Br 1.032 1.848 4.793
H 2.437 -0.056 6.545
C -1.296 0.555 -1.367
H -6.526 4.988 -6.360
C 3.161 0.199 5.781
H -9.609 6.360 -2.597
Br 2.363 -2.762 2.697
H 3.308 -4.931 3.427
H -8.913 5.460 -4.930
Br -7.149 6.155 -2.680
H -5.773 3.500 -6.967
Br -5.483 1.728 -4.636
Cl -0.989 -0.997 2.253
H 2.531 -5.129 5.706
H -3.097 1.718 -1.080
C -8.882 6.836 -3.251
H -7.437 3.200 -4.984
H -1.875 2.666 -3.684
C 3.138 -4.014 3.983
H -0.623 4.426 -2.219
H 3.823 -0.645 5.612
O -0.818 -3.302 -4.458
Br 4.982 -6.093 7.642
H -2.282 0.056 0.350
H -10.209 6.670 -4.927
C -1.299 -1.014 -3.341
*
```



Entry from the Open Molecules 2025 dataset: FHMgNNdO3S2 as an isolated structure (the ωB97M-V functional and the def2-TZVPD basis).

Output
⟨S²⟩ = 6.004
Gap between HOMO and LUMO (spin up / spin down) = 3.451 / 5.408 eV
Calculated total energy = -1938.51954 Ha
Relative energy (zero: lowest compared OMol25 entry of this formula, charge and spin) = 121.5 kJ/mol
M = 314.7 g mol⁻¹

```
! RIJCOSX wB97M-V def2-TZVPD def2/J DEFGRID3
* xyz 1 5
O -0.146 -1.119 0.706
H -2.770 -2.097 1.347
F 2.419 -0.572 0.082
S 0.842 2.049 -1.886
O 1.282 1.287 1.110
O -2.493 -2.393 0.478
Nd -1.765 -1.054 -1.212
Mg 1.286 3.264 0.313
S 0.950 0.135 0.232
N 0.395 0.499 -1.170
*
```



Entry from the Open Molecules 2025 dataset: a 2-piece molecular cluster, C4H13NOS overall (the ωB97M-V functional and the def2-TZVPD basis).

Output
Gap between HOMO and LUMO = 9.905 eV
Calculated total energy = -688.36390 Ha
SMILES = NCCCCS.O
Relative energy (zero: lowest compared OMol25 entry of this formula, charge and spin) = 65.2 kJ/mol
M = 123.2 g mol⁻¹

```
! RIJCOSX wB97M-V def2-TZVPD def2/J DEFGRID3
* xyz 0 1
H -2.333 -0.413 0.794
C 0.966 -0.668 1.796
C -1.298 -0.639 0.533
H -0.894 -1.716 2.291
H -0.363 0.181 -1.276
H -0.963 0.014 2.485
H 0.705 -2.450 0.111
H -0.280 2.493 -2.791
H 1.298 0.326 1.485
H -1.332 -1.561 -0.037
H 1.034 3.246 -2.835
S 1.764 -1.789 0.566
H -0.171 1.170 0.174
H -2.463 1.754 -0.037
C -0.532 -0.772 1.883
H -2.562 0.923 -1.465
N -1.938 1.401 -0.832
H 1.459 -0.923 2.726
C -0.857 0.527 -0.370
O 0.356 2.874 -3.414
*
```



Entry from the Open Molecules 2025 dataset: a 2-piece molecular cluster, C35H33N5O7 overall (the ωB97M-V functional and the def2-TZVPD basis).

Output
Gap between HOMO and LUMO = 4.034 eV
Calculated total energy = -2153.59409 Ha
Relative energy (zero: lowest compared OMol25 entry of this formula, charge and spin) = 229.6 kJ/mol
M = 635.7 g mol⁻¹

```
! RIJCOSX wB97M-V def2-TZVPD def2/J DEFGRID3
* xyz 0 1
C -0.360 -0.550 6.159
H 0.404 -0.249 6.882
C -1.442 -1.333 6.606
C 1.593 3.470 -3.186
C 0.780 -1.245 -3.502
C -0.183 -1.270 -0.578
N 1.453 4.952 1.834
H -2.867 -4.411 3.568
C -0.050 3.579 3.163
C 0.671 2.783 0.971
H 0.657 -1.378 -6.321
H -1.325 2.274 4.278
C -1.285 0.058 2.594
H -0.033 4.366 3.913
H -0.812 -2.014 -4.731
C -0.756 2.411 3.356
N 1.014 -0.264 -2.427
C -1.191 -2.861 0.986
H 3.068 3.147 -1.647
H 1.678 -0.151 -0.458
C 3.532 4.885 -2.859
H -0.133 0.923 0.331
O 1.429 5.767 2.785
C 3.122 5.699 -3.921
C -1.360 -0.445 3.932
C 1.643 0.967 -2.904
C 0.877 -0.531 -1.109
C -1.510 -3.278 2.310
C -1.718 -3.671 -0.073
C -2.568 -4.729 0.187
H -3.186 -2.454 6.061
H 2.335 -2.670 -3.020
H 0.250 -1.341 1.566
C -2.484 -4.219 2.567
N -1.593 -1.621 7.990
H -1.340 -1.531 -3.104
H 0.777 -3.008 -2.229
N -3.724 -6.190 1.758
H 0.606 0.346 4.470
H 0.449 2.343 -1.736
H -3.261 -1.516 3.746
H 4.452 5.098 -2.311
C 0.801 2.242 -2.778
O -3.959 -6.952 0.790
C 0.688 3.767 1.981
H -0.989 -0.278 -4.314
H -1.428 -3.487 -1.113
H 0.285 4.003 -4.816
C -0.737 1.363 2.368
H 2.237 -0.567 -6.528
H 1.650 5.985 -5.487
O 2.355 1.404 -5.233
C -0.688 -1.265 -3.938
C -2.431 -1.764 5.697
C -2.431 -1.269 4.410
C -2.962 -5.019 1.505
O -2.481 -2.439 8.337
C 1.660 -1.245 -5.892
H -0.085 2.132 -3.426
H 2.146 -2.225 -5.852
H -1.005 -1.490 -1.273
H 0.973 -3.341 -3.966
C 1.248 -2.661 -3.152
C 1.957 5.378 -4.634
C -0.098 1.656 1.132
H -1.953 -0.362 1.839
C -0.378 -1.697 0.742
O -0.860 -1.028 8.813
H -2.934 -5.359 -0.621
N 1.597 -0.674 -4.564
O 2.119 5.155 0.788
C 2.763 3.782 -2.484
H -0.986 -2.819 3.147
O -4.115 -6.432 2.921
H 2.613 1.104 -2.391
C 1.189 4.274 -4.261
H 3.707 6.577 -4.193
C -0.280 -0.182 4.837
H 1.277 2.953 0.086
C 1.922 0.639 -4.373
*
```



For the records above, the corresponding max |F| values read 4.706 3.459 6.879 1.760 3.325 eV/Å.